{
  "formula": "C30H51Cl2N2PPtS",
  "method": "ωB97M-V/def2-TZVPD",
  "multiplicity": 5,
  "total_charge": 0,
  "de_lowest_ev": 1.0445,
  "e_tot_ev": -83331.0200,
  "gap_ev": [6.18, 4.81],
  "largest_force_ev_per_a": 3.4,
  "mol_weight_g_mol": 768.78,
  "elements": ["P", "C", "C", "C", "C", "C", "C", "C", "C", "C", "C", "C", "C", "C", "C", "C", "C", "C", "C", "H", "H", "H", "H", "H", "H", "H", "H", "H", "H", "H", "H", "H", "H", "H", "H", "H", "H", "H", "H", "H", "H", "H", "H", "H", "H", "H", "H", "H", "H", "H", "H", "H", "Pt", "Cl", "Cl", "C", "H", "C", "C", "C", "C", "C", "C", "H", "H", "H", "H", "H", "C", "N", "C", "C", "S", "N", "C", "C", "H", "H", "H", "H", "H", "H", "H", "H", "H", "H", "H", "H"],
  "positions_angstrom": [[0.199, -0.762, -1.523], [1.739, -0.185, -2.504], [1.977, -0.587, -3.967], [3.371, -0.138, -4.429], [3.652, 1.349, -4.171], [3.294, 1.794, -2.747], [1.893, 1.330, -2.329], [-1.225, 0.083, -2.484], [-1.111, 0.251, -4.000], [-2.421, 0.793, -4.570], [-2.858, 2.097, -3.894], [-2.835, 2.029, -2.364], [-1.537, 1.422, -1.808], [0.016, -2.457, -2.339], [1.220, -3.353, -1.997], [1.122, -4.732, -2.672], [-0.215, -5.436, -2.429], [-1.422, -4.536, -2.697], [-1.320, -3.156, -2.025], [2.523, -0.675, -1.899], [1.225, -0.129, -4.619], [1.892, -1.673, -4.109], [3.492, -0.363, -5.499], [4.114, -0.732, -3.879], [4.717, 1.543, -4.342], [3.094, 1.961, -4.893], [4.016, 1.360, -2.040], [3.355, 2.887, -2.654], [1.724, 1.595, -1.279], [1.137, 1.853, -2.933], [-2.057, -0.610, -2.275], [-3.202, 0.035, -4.428], [-0.866, -0.698, -4.498], [-0.306, 0.963, -4.229], [-2.307, 0.951, -5.650], [-3.870, 2.352, -4.223], [-2.201, 2.911, -4.227], [-2.971, 3.028, -1.933], [-3.672, 1.406, -2.018], [-1.623, 1.261, -0.723], [-0.704, 2.120, -1.970], [0.025, -2.226, -3.420], [2.163, -2.880, -2.304], [1.291, -3.479, -0.907], [1.257, -4.596, -3.754], [1.949, -5.365, -2.325], [-0.253, -5.783, -1.390], [-0.279, -6.325, -3.066], [-2.343, -5.032, -2.365], [-1.518, -4.382, -3.780], [-2.164, -2.546, -2.371], [-1.445, -3.250, -0.938], [0.000, 0.108, 2.091], [-1.729, -0.960, 0.871], [1.950, -0.277, 0.825], [-0.702, 1.572, 3.127], [-1.235, 1.330, 4.055], [-0.616, 2.944, 2.724], [-1.230, 4.032, 3.433], [-1.207, 5.308, 2.894], [-0.560, 5.562, 1.672], [0.089, 4.517, 0.994], [0.087, 3.229, 1.533], [-1.731, 3.822, 4.382], [-1.705, 6.135, 3.410], [0.593, 4.695, 0.046], [0.605, 2.401, 1.038], [-0.563, 6.563, 1.241], [2.121, 0.527, 5.457], [0.816, 0.112, 5.982], [0.129, 1.106, 6.823], [0.084, -0.811, 5.314], [0.563, -1.389, 3.750], [-0.982, -1.350, 5.951], [-0.923, -1.602, 7.407], [-1.846, -2.269, 5.227], [2.617, 1.103, 6.249], [2.029, 1.145, 4.547], [2.716, -0.368, 5.230], [-0.855, 0.719, 7.102], [0.732, 1.273, 7.730], [0.005, 2.061, 6.284], [-1.851, -1.247, 7.874], [-0.839, -2.682, 7.596], [-0.063, -1.089, 7.848], [-2.163, -1.835, 4.271], [-1.344, -3.233, 5.044], [-2.720, -2.440, 5.865]]
}

{
  "formula": "C30H51ClN4O2P",
  "method": "ωB97M-V/def2-TZVPD",
  "total_charge": 1,
  "e_tot_ev": -63794.9639,
  "gap_ev": 7.55,
  "largest_force_ev_per_a": 1.1,
  "mol_weight_g_mol": 566.19,
  "elements": ["C", "C", "C", "P", "N", "C", "C", "C", "C", "C", "C", "C", "C", "N", "C", "C", "C", "C", "Cl", "C", "C", "C", "O", "C", "C", "C", "C", "C", "C", "N", "O", "H", "H", "H", "H", "H", "H", "H", "H", "H", "H", "H", "H", "H", "H", "H", "H", "H", "H", "H", "H", "H", "H", "H", "H", "H", "H", "H", "H", "H", "H", "H", "H", "H", "H", "H", "H", "C", "C", "N", "C", "C", "C", "C", "H", "H", "H", "H", "H", "H", "H", "H", "H", "H", "H", "H", "H", "H", "H"],
  "positions_angstrom": [[1.306, -2.476, 4.703], [1.849, -2.246, 3.288], [1.299, -1.016, 2.554], [1.249, 0.475, 3.699], [1.141, 1.914, 3.133], [2.147, -0.656, 1.343], [3.585, -0.186, 1.680], [3.909, 1.157, 1.082], [3.899, 1.309, -0.304], [4.160, 2.539, -0.884], [4.444, 3.636, -0.082], [4.470, 3.493, 1.296], [4.201, 2.260, 1.873], [2.218, -1.829, 0.478], [1.006, -2.601, 0.237], [0.927, -3.064, -1.223], [1.489, -4.453, -1.495], [1.495, -4.768, -2.989], [3.157, -4.578, -0.830], [-0.275, -1.861, 0.668], [-0.616, -0.727, -0.279], [-1.411, -2.897, 0.721], [-2.540, -2.490, 1.474], [-3.503, -1.702, 0.835], [-4.141, -0.722, 1.579], [-5.122, 0.062, 0.986], [-5.453, -0.115, -0.351], [-4.802, -1.096, -1.085], [-3.848, -1.906, -0.491], [-0.119, -1.375, 2.108], [-1.007, -0.303, 2.321], [1.865, -1.921, 5.451], [0.255, -2.193, 4.804], [1.358, -3.532, 4.951], [1.615, -3.135, 2.706], [2.931, -2.172, 3.312], [2.419, 0.226, 4.433], [0.231, 0.152, 4.611], [1.076, 1.999, 2.128], [1.683, 0.187, 0.823], [4.249, -0.928, 1.238], [3.783, -0.186, 2.749], [3.696, 0.463, -0.951], [4.149, 2.645, -1.959], [4.644, 4.598, -0.529], [4.685, 4.339, 1.931], [4.203, 2.146, 2.948], [2.688, -1.612, -0.388], [1.070, -3.519, 0.834], [-0.099, -3.099, -1.586], [1.443, -2.355, -1.873], [0.922, -5.201, -0.949], [2.508, -4.755, -3.377], [1.099, -5.760, -3.180], [0.921, -4.032, -3.547], [-0.987, -1.155, -1.205], [-1.405, -0.095, 0.103], [0.244, -0.121, -0.535], [-1.043, -3.796, 1.219], [-1.667, -3.182, -0.291], [-3.907, -0.577, 2.623], [-5.633, 0.819, 1.562], [-6.204, 0.508, -0.812], [-5.035, -1.226, -2.131], [-3.374, -2.672, -1.084], [-0.424, -2.151, 2.701], [-1.550, -0.542, 3.087], [-3.158, 1.330, -3.512], [-2.754, 2.211, -2.334], [-1.321, 2.424, -2.207], [-0.961, 3.127, -0.983], [-1.434, 4.574, -0.804], [-0.641, 2.883, -3.410], [-1.123, 4.187, -4.057], [-2.667, 0.355, -3.488], [-4.236, 1.171, -3.482], [-2.935, 1.812, -4.464], [-3.093, 1.744, -1.403], [-3.314, 3.155, -2.422], [0.131, 3.098, -0.886], [-1.354, 2.544, -0.147], [-0.861, 5.270, -1.413], [-1.304, 4.874, 0.238], [-2.489, 4.691, -1.049], [-0.707, 2.087, -4.155], [0.423, 2.965, -3.175], [-2.212, 4.241, -4.102], [-0.752, 4.247, -5.081], [-0.762, 5.069, -3.532]]
}

{
  "formula": "C30H51N2O2P2Pb",
  "method": "ωB97M-V/def2-TZVPD",
  "total_charge": 1,
  "de_lowest_ev": 0.0000,
  "e_tot_ev": -62831.7895,
  "gap_ev": 5.85,
  "largest_force_ev_per_a": 3.4,
  "mol_weight_g_mol": 740.90,
  "elements": ["C", "C", "C", "C", "C", "H", "H", "H", "N", "P", "P", "C", "H", "H", "C", "O", "C", "H", "C", "C", "C", "C", "C", "H", "H", "H", "C", "H", "H", "H", "C", "H", "H", "H", "C", "H", "H", "H", "C", "H", "H", "H", "C", "H", "H", "H", "C", "H", "H", "H", "C", "H", "H", "H", "C", "H", "H", "H", "C", "H", "H", "H", "C", "H", "H", "H", "C", "H", "H", "H", "Pb", "N", "C", "C", "C", "C", "C", "H", "H", "H", "H", "H", "H", "H", "H", "H", "O", "C"],
  "positions_angstrom": [[-0.582, -2.501, -1.874], [1.639, -2.492, -1.050], [-0.377, -3.718, -2.527], [1.847, -3.786, -1.616], [0.841, -4.380, -2.355], [-1.181, -4.129, -3.135], [2.821, -4.254, -1.474], [0.989, -5.356, -2.810], [0.391, -1.903, -1.175], [-2.489, -0.893, -0.474], [2.682, -0.062, -0.073], [-1.965, -1.824, -1.969], [-1.956, -1.124, -2.821], [-2.736, -2.578, -2.185], [-0.241, 2.655, 1.647], [-0.328, 3.649, 2.200], [2.699, -1.788, -0.409], [3.611, -2.349, -0.191], [3.429, 0.819, -1.603], [3.685, 0.257, 1.508], [-3.785, 0.451, -0.933], [-3.127, -2.272, 0.662], [2.975, 2.290, -1.563], [3.385, 2.829, -0.699], [3.325, 2.795, -2.477], [1.880, 2.362, -1.529], [4.961, 0.717, -1.607], [5.432, 1.286, -0.795], [5.303, -0.326, -1.564], [5.329, 1.146, -2.553], [2.884, 0.156, -2.880], [3.261, 0.713, -3.755], [3.225, -0.885, -2.970], [1.787, 0.176, -2.907], [3.928, 1.772, 1.647], [2.988, 2.340, 1.583], [4.367, 1.961, 2.639], [4.628, 2.155, 0.892], [2.865, -0.233, 2.719], [1.970, 0.374, 2.910], [2.553, -1.280, 2.611], [3.509, -0.168, 3.609], [5.011, -0.511, 1.486], [5.669, -0.220, 0.660], [5.546, -0.286, 2.421], [4.859, -1.596, 1.443], [-3.466, -1.635, 2.025], [-3.861, -2.425, 2.683], [-2.578, -1.193, 2.505], [-4.236, -0.856, 1.947], [-2.021, -3.327, 0.860], [-1.836, -3.897, -0.061], [-1.074, -2.892, 1.209], [-2.368, -4.035, 1.630], [-4.361, -2.962, 0.058], [-4.527, -3.900, 0.610], [-5.272, -2.359, 0.153], [-4.229, -3.225, -1.000], [-3.759, 0.694, -2.448], [-4.104, -0.186, -3.011], [-4.439, 1.530, -2.677], [-2.757, 0.977, -2.799], [-3.361, 1.741, -0.196], [-2.389, 2.109, -0.556], [-4.114, 2.519, -0.398], [-3.309, 1.596, 0.894], [-5.214, 0.084, -0.514], [-5.591, -0.793, -1.055], [-5.314, -0.078, 0.567], [-5.865, 0.935, -0.774], [-0.073, 0.168, 0.344], [-0.332, 1.308, -1.895], [-0.386, 1.803, -2.955], [-0.412, 2.627, -4.206], [0.720, 2.182, -5.134], [-1.752, 2.441, -4.923], [-0.233, 4.097, -3.819], [1.699, 2.345, -4.663], [0.620, 1.117, -5.380], [0.690, 2.756, -6.069], [-2.580, 2.804, -4.302], [-1.756, 3.007, -5.862], [-1.921, 1.382, -5.161], [-0.278, 4.736, -4.710], [-1.026, 4.410, -3.128], [0.739, 4.251, -3.332], [-0.556, 0.125, 4.354], [-0.625, 0.030, 3.218]]
}